Record 1
Here is a gas-phase ion, C2H4O2P (charge +1) in a non-equilibrium geometry from the Open Molecules 2025 dataset. Energies are from the ωB97M-V functional and the def2-TZVPD basis.

Total charge ... +1
Max |F| ... 0.047 hartree/bohr
HOMO ... -16.2 eV
2S+1 ... 1
Molar mass ... 91.03 u
ΔE to the lowest compared entry with this formula, charge and spin ... 224.15 kJ/mol
Frontier orbital gap ... 8.65 eV
Energy ... -15512.932 eV

Structure (XYZ):
```
9
C2H4O2P the ωB97M-V functional and the def2-TZVPD basis
C -0.7898 0.5972 -0.2432
C -0.3007 -0.6513 0.2153
O 1.7071 1.2174 0.2098
O 0.9317 -1.1198 -0.0429
P 2.2151 -0.1118 -0.0160
H -0.5573 0.8581 -1.2858
H -1.6213 1.1132 0.1905
H -0.4210 -0.7622 1.2456
H -1.1638 -1.1409 -0.2733
```

Record 2
Here is 13 unconnected molecules or ions with the total composition C58H125O32P3S10 in a non-equilibrium geometry from the Open Molecules 2025 dataset. Energies are from the ωB97M-V functional and the def2-TZVPD basis.

Total charge ... 0
Max |F| ... 0.073 hartree/bohr
HOMO ... -9.9 eV
2S+1 ... 1
Molar mass ... 1748.20 u
Frontier orbital gap ... 9.57 eV
Energy ... -263909.219 eV

Structure (XYZ):
```
228
C58H125O32P3S10 the ωB97M-V functional and the def2-TZVPD basis
C -5.7042 -2.0061 3.1486
C -5.7033 -1.6263 1.6314
C -6.7727 -0.5022 1.3145
S -8.0847 -0.6248 2.6435
O -9.2455 -1.2890 2.0858
O -8.2364 0.6703 3.3063
C -7.1123 -1.8729 3.7513
H -5.1758 -1.1601 3.5882
H -5.2850 -2.9846 3.3828
H -5.8432 -2.4976 0.9916
H -4.7251 -1.1967 1.4154
H -7.2496 -0.5971 0.3390
H -6.4481 0.5383 1.3048
H -7.7536 -2.7537 3.7834
H -7.2766 -1.4682 4.7499
C -5.0641 5.1461 0.8181
C -4.9096 6.0704 -0.4155
C -6.0135 5.6170 -1.3700
S -7.4800 5.1473 -0.3054
O -7.9361 3.8255 -0.6265
O -8.4154 6.2765 -0.1711
C -6.5285 5.0560 1.2682
H -4.5294 5.5553 1.6752
H -4.6064 4.1772 0.6184
H -3.9184 5.8169 -0.7916
H -4.9225 7.1370 -0.1911
H -5.7408 4.7268 -1.9368
H -6.2953 6.4740 -1.9817
H -6.8177 4.2580 1.9521
H -6.8635 5.9558 1.7842
C 5.4715 -1.1377 -5.2146
C 6.4077 -1.4199 -3.9671
C 6.1629 -0.2774 -2.8902
S 5.9647 1.2531 -3.8181
O 7.2267 2.0464 -3.8864
O 4.7020 1.8073 -3.4134
C 5.6018 0.3668 -5.4189
H 4.4849 -1.5303 -4.9686
H 5.6401 -1.7161 -6.1230
H 7.4358 -1.3623 -4.3248
H 6.1928 -2.4552 -3.7025
H 6.9581 -0.0537 -2.1790
H 5.2005 -0.4869 -2.4233
H 6.4962 0.5969 -5.9979
H 4.8351 0.7925 -6.0663
C 3.6851 -3.8331 3.2524
C 4.5287 -4.0679 2.0164
C 6.0226 -3.7733 2.3363
S 5.9072 -2.1394 3.2744
O 5.8622 -0.9529 2.4789
O 6.8535 -2.2269 4.4003
C 4.2055 -2.5236 3.8914
H 3.8937 -4.6602 3.9311
H 2.6128 -4.0216 3.2013
H 4.2002 -3.4124 1.2098
H 4.3862 -5.0694 1.6105
H 6.8407 -3.8044 1.6168
H 6.3502 -4.4792 3.0995
H 3.6040 -1.7133 3.4794
H 4.1670 -2.4619 4.9789
C -0.4816 -9.2389 0.5076
C 0.1248 -7.9339 1.0184
C -0.7861 -6.8232 0.3453
S -2.5407 -7.4993 0.3798
O -3.2102 -7.4310 -0.9219
O -3.1390 -7.0173 1.6049
C -1.9961 -9.2393 0.7060
H -0.1028 -9.9807 1.2107
H -0.2194 -9.4115 -0.5362
H 1.1141 -7.9313 0.5608
H 0.2307 -7.8253 2.0978
H -0.5164 -6.8451 -0.7106
H -0.8732 -5.7976 0.7039
H -2.5499 -9.9587 0.1026
H -2.1878 -9.4381 1.7604
C 5.5123 -8.0389 -5.2285
C 5.0074 -9.0195 -4.2054
C 4.2832 -8.3430 -3.1118
S 3.2611 -6.9943 -3.9963
O 3.3350 -5.7154 -3.2347
O 1.9157 -7.5419 -4.3258
C 4.3623 -7.0169 -5.4905
H 5.7319 -8.4820 -6.1999
H 6.3868 -7.4804 -4.8946
H 5.7589 -9.7452 -3.8944
H 4.2658 -9.6003 -4.7539
H 4.9522 -7.8140 -2.4331
H 3.6261 -9.0389 -2.5901
H 4.5958 -5.9730 -5.6999
H 3.7088 -7.3354 -6.3026
C 9.2949 4.0412 0.6708
C 9.5019 5.1957 -0.4323
C 10.0508 6.3847 0.3738
S 11.2675 5.6564 1.4800
O 11.0067 6.1243 2.8706
O 12.5942 5.6690 0.8668
C 10.6380 3.9311 1.3391
H 9.0100 3.0735 0.2580
H 8.5554 4.2776 1.4359
H 8.5572 5.3507 -0.9535
H 10.1574 4.8383 -1.2264
H 9.2051 6.4816 1.0547
H 10.2765 7.3236 -0.1318
H 10.5903 3.3654 2.2696
H 11.2825 3.3279 0.6997
C -7.5317 4.8164 7.7797
C -8.5999 3.7526 7.3770
C -9.6123 3.7751 8.4931
S -9.9549 5.4895 8.9944
O -10.1864 5.6162 10.3967
O -10.9320 6.0207 8.0151
C -8.2330 6.0437 8.5108
H -7.1542 5.3224 6.8912
H -6.7619 4.2783 8.3328
H -8.1201 2.7931 7.1838
H -9.0885 4.1416 6.4836
H -9.3057 3.2505 9.3980
H -10.5627 3.3430 8.1797
H -7.7255 6.2845 9.4449
H -8.1260 6.9940 7.9877
C 2.9255 8.8311 -2.1840
C 2.7264 7.3030 -2.3005
C 1.2238 6.9537 -1.8302
S 0.8090 8.1884 -0.5198
O 0.8515 7.3706 0.7142
O -0.3472 9.0078 -1.0081
C 2.3644 9.2497 -0.8177
H 2.2655 9.2776 -2.9277
H 3.9661 9.1048 -2.3582
H 3.3334 6.6945 -1.6300
H 2.9636 7.0676 -3.3380
H 0.9931 5.9229 -1.5614
H 0.4915 7.1570 -2.6116
H 2.9741 9.0204 0.0562
H 2.1017 10.3049 -0.7418
C -1.6745 -5.4436 -10.1804
C -1.3877 -6.2532 -8.9240
C -1.7925 -5.3240 -7.7348
S -1.1226 -3.6728 -8.1673
O 0.2512 -3.5978 -7.6652
O -2.1104 -2.6443 -7.8079
C -1.1547 -4.0015 -9.9695
H -2.7548 -5.4312 -10.3247
H -1.2556 -5.9213 -11.0661
H -0.2995 -6.3123 -8.9403
H -1.8514 -7.2357 -8.8366
H -1.3733 -5.4391 -6.7353
H -2.8659 -5.1354 -7.7533
H -0.1134 -3.9353 -10.2851
H -1.6854 -3.2211 -10.5148
C 5.4551 3.3172 7.2581
C 6.3863 4.4793 7.6375
O 6.8359 5.0683 6.4510
P 6.3818 6.5836 5.9957
O 6.8219 7.0207 4.6609
O 4.8349 6.4795 6.2474
C 3.9302 7.4736 6.5465
C 2.8905 6.9153 7.5119
O 6.8554 7.5038 7.2544
C 8.2370 7.8304 7.3925
C 8.5190 9.2755 7.8413
H 4.9990 3.3309 6.2683
H 6.1222 2.4552 7.2524
H 4.5672 3.0685 7.8394
H 5.8393 5.1428 8.3073
H 7.1914 4.0651 8.2444
H 4.4532 8.3083 7.0133
H 3.5570 7.7614 5.5637
H 2.1802 7.6882 7.8054
H 2.3031 6.1199 7.0532
H 3.3929 6.6009 8.4268
H 8.7241 7.1842 8.1228
H 8.7134 7.6273 6.4334
H 9.5770 9.5098 7.7236
H 7.9911 10.0122 7.2358
H 8.2581 9.3220 8.8986
C -6.5180 -9.2386 -5.8402
C -6.7046 -8.0903 -4.8574
O -7.9364 -7.4426 -5.2511
P -8.0533 -6.1345 -6.2010
O -7.0150 -5.9956 -7.2243
O -8.1674 -4.8487 -5.1208
C -6.9529 -4.4591 -4.3607
C -6.2680 -3.3663 -5.1837
O -9.5510 -6.2370 -6.7766
C -9.7026 -6.9141 -7.9632
C -11.1819 -7.0745 -8.3592
H -6.3705 -8.6848 -6.7674
H -5.5911 -9.7196 -5.5278
H -7.3751 -9.9040 -5.9432
H -6.7976 -8.2690 -3.7862
H -5.8473 -7.4199 -4.9181
H -7.3674 -4.0453 -3.4415
H -6.3532 -5.3099 -4.0373
H -6.2567 -3.4737 -6.2684
H -6.7652 -2.4230 -4.9577
H -5.2285 -3.3107 -4.8604
H -9.1183 -6.4428 -8.7536
H -9.3497 -7.9337 -7.8079
H -11.3597 -7.7718 -9.1779
H -11.8113 -7.4916 -7.5731
H -11.6331 -6.1108 -8.5950
C -0.8665 -1.3913 -1.3637
C 0.2585 -0.5273 -0.7775
O -0.3445 0.5061 -0.0205
P -0.2529 0.6176 1.5728
O -0.7033 -0.5741 2.3118
O 1.2905 1.2007 1.7763
C 1.8008 2.2341 0.9695
C 2.5186 3.2783 1.9819
O -1.1123 1.9621 1.8317
C -1.0279 2.6691 3.0987
C -2.1900 2.3520 4.0378
H -1.2248 -0.9688 -2.3024
H -0.4638 -2.3766 -1.5985
H -1.6852 -1.5065 -0.6533
H 0.8439 -1.0913 -0.0514
H 0.9597 -0.1585 -1.5262
H 2.5046 1.8235 0.2454
H 1.1070 2.9193 0.4825
H 1.8243 3.7106 2.7025
H 3.2800 2.6875 2.4913
H 2.9192 4.0437 1.3173
H -0.0797 2.4771 3.6009
H -0.9776 3.7394 2.8989
H -1.7981 1.6216 4.7457
H -2.6157 3.1380 4.6616
H -3.0639 2.0913 3.4408
```